Below is a molecular structure, C55H53IrO2P2SSeSi in a non-equilibrium geometry, with properties calculated with wB97M-V/def2-TZVPD.

```
116
Properties=species:S:1:pos:R:3:forces:R:3:mulliken_spin:R:1
Ir 0.00199 -0.72667 -0.44254 -0.7 -0.5 0.7 0.4358
Se -0.11642 -2.98630 -0.67102 0.2 1.1 -0.4 0.3817
S 0.06774 1.71246 0.58408 0.0 0.2 -0.3 0.0389
P 2.23663 -0.52493 0.42726 0.3 -0.3 -0.4 0.0111
P -2.32804 -0.33405 -0.00821 0.1 -0.4 -0.3 -0.0535
Si -0.04233 -5.66994 -0.44650 0.1 0.4 0.2 0.0262
O 0.82994 0.21199 2.88275 0.0 0.2 0.3 0.0012
O -0.51584 1.51388 -0.83861 0.3 -0.5 0.0 0.0100
C -3.98885 -2.99562 2.61668 0.0 0.0 0.0 0.0020
C -4.02839 -4.00888 0.43451 0.0 0.0 0.0 0.0029
C 4.14652 -0.90160 -3.75148 0.0 0.0 0.0 -0.0003
C 3.62452 -4.11566 2.94018 0.0 0.0 0.0 -0.0005
C 2.35023 -0.15777 -2.34233 0.2 0.1 0.0 -0.0106
C 5.37958 1.71138 1.65642 0.1 -0.1 0.0 -0.0014
C -0.20081 -0.66788 3.35882 0.1 0.0 0.0 -0.0161
C -5.26979 3.85172 3.32940 0.1 0.0 0.0 -0.0011
C -2.63901 0.11555 -4.08245 0.0 0.0 0.0 0.0003
C -4.30469 -0.50911 -1.94568 0.0 0.0 0.0 0.0052
C -3.03368 1.03981 0.94400 0.2 -0.1 0.1 0.0126
C 3.01859 -1.79490 2.79247 0.1 0.0 -0.1 -0.0031
C 3.51848 4.60173 0.59032 0.1 0.0 0.1 -0.0004
C 1.19270 1.13180 3.93439 0.0 -0.1 0.0 0.0051
C -2.43102 2.19660 1.52293 -0.1 0.1 0.1 -0.0063
C -4.39722 0.83855 1.12786 -0.1 0.0 0.0 -0.0014
C 4.79094 5.36166 0.86739 0.0 -0.1 0.0 0.0003
C 4.79497 -1.43520 -2.64090 0.0 0.0 0.0 0.0006
C 3.38952 -4.26137 1.57638 0.0 0.1 -0.1 0.0041
C -3.98830 -0.11655 -4.29829 0.0 0.0 0.0 0.0000
C -4.08643 4.79458 3.66323 0.0 0.0 -0.1 -0.0017
C 2.92763 -0.26039 -3.60166 0.0 0.0 0.0 0.0061
C -3.29482 3.01930 2.27234 0.0 0.0 0.1 0.0024
C -0.49591 -0.27121 4.80331 0.1 0.0 0.0 -0.0022
C 2.78198 -1.93610 1.42469 -0.3 0.0 0.2 0.0002
C -5.23520 1.69305 1.85569 -0.1 -0.1 -0.1 -0.0006
C 0.03553 -5.68668 1.37330 0.0 -0.1 0.3 0.0397
C 5.78868 4.29514 1.39845 -0.1 0.0 0.0 -0.0003
C 3.13568 0.92511 1.03423 -0.4 0.0 0.2 0.0027
C -3.10927 -1.80247 0.71234 0.1 -0.1 0.1 0.0098
C 1.26948 4.06750 0.02208 0.1 0.1 -0.1 0.0032
C 3.43370 -2.88437 3.54693 0.0 0.0 0.0 0.0004
C -2.89787 4.18076 2.97125 -0.1 0.0 0.1 0.0054
C -4.81621 -0.43682 -3.22875 0.0 0.0 0.0 0.0010
C -3.38603 -1.86691 2.07683 0.0 0.0 0.0 -0.0042
C 2.71710 2.26078 0.81380 0.1 0.1 -0.1 -0.0019
C 4.22204 -1.34674 -1.38422 0.0 -0.1 0.0 -0.0020
C -2.12133 0.06224 -2.79632 -0.2 0.0 0.0 0.0114
C 3.70511 3.24627 0.92983 0.0 0.1 0.0 0.0016
C -1.08587 2.66334 1.49062 0.0 -0.1 0.0 0.0428
C 2.98570 -0.71270 -1.22400 -0.2 -0.1 -0.1 0.0246
C 4.43549 0.68584 1.44622 0.1 0.0 0.1 0.0034
C 1.50445 -5.89246 -1.38261 0.2 -0.1 -0.2 0.0039
C -1.59522 -6.14500 -1.25784 -0.3 0.0 -0.2 0.0024
C 2.31034 5.00613 0.07539 -0.1 0.0 -0.1 0.0011
C -4.31574 -4.06384 1.79609 0.0 0.0 0.0 -0.0038
C 2.94567 -3.18569 0.82445 0.1 0.0 0.1 0.0140
C -4.67208 2.78540 2.45037 0.0 0.1 0.1 0.0043
C -0.68421 3.76298 2.22982 0.0 0.1 0.0 0.0048
C -1.58224 4.55146 2.96264 0.1 0.0 0.0 0.0011
C -3.41563 -2.89084 -0.10452 -0.1 0.0 0.0 0.0100
C -2.95226 -0.23451 -1.71115 0.2 -0.1 -0.2 -0.0188
C 5.01833 2.99822 1.37052 0.1 0.1 0.0 0.0014
C 1.44651 2.75585 0.43220 0.0 0.0 -0.1 0.0286
C 0.79176 0.44266 5.22324 0.0 0.0 0.0 0.0003
H 5.16011 5.85352 -0.03320 0.0 0.0 0.0 -0.0001
H 6.37765 1.45684 1.98925 0.0 0.0 0.0 -0.0002
H 1.64021 -6.96134 -1.58907 0.0 0.0 0.0 -0.0006
H 0.06317 -6.72970 1.71618 0.0 0.1 0.0 0.0046
H 5.75545 -1.92154 -2.75514 0.0 0.0 0.0 0.0001
H -4.80144 -4.93738 2.21268 0.0 0.0 0.0 -0.0002
H -5.86603 -0.64179 -3.39438 0.0 0.0 0.0 0.0001
H 6.13275 4.52189 2.40753 0.0 0.0 0.0 0.0000
H -1.47265 -7.16817 -1.63467 0.0 0.1 0.0 -0.0008
H 0.93513 -5.18328 1.72961 -0.1 0.0 0.0 -0.0111
H -4.85959 -0.04073 0.70302 0.0 0.0 0.1 -0.0010
H 2.43084 0.17022 -4.46121 0.0 0.0 0.0 -0.0001
H 4.74154 -1.77039 -0.53431 0.0 0.0 0.0 0.0000
H 4.60212 -0.97891 -4.73042 0.0 0.0 0.0 0.0001
H -1.06800 -0.56410 2.70566 0.0 0.0 0.0 0.0064
H 1.54997 -0.28184 5.52832 0.0 0.0 0.0 0.0000
H -4.96651 -0.79934 -1.14116 0.0 0.0 0.0 -0.0006
H -2.42705 -6.12799 -0.55650 0.0 0.0 0.0 0.0005
H 0.29067 4.38519 -0.31998 0.0 0.0 0.0 0.0012
H 3.96060 -4.96254 3.52573 0.0 0.0 0.0 0.0000
H -1.34351 0.41542 4.85435 0.0 0.0 0.0 0.0003
H -4.31422 -4.82788 -0.21330 0.0 0.0 0.0 0.0005
H -0.84603 -5.21015 1.80798 0.0 -0.1 0.0 -0.0054
H -1.98639 0.34230 -4.91510 0.0 0.0 0.0 -0.0001
H 3.62521 -2.76517 4.60564 0.0 0.0 0.0 -0.0001
H -1.07516 0.28073 -2.65472 0.1 0.0 0.0 -0.0121
H 2.35858 -5.54005 -0.80817 0.1 0.0 0.0 -0.0006
H 2.25908 1.34672 3.84833 0.0 0.0 0.0 0.0006
H -1.82690 -5.50990 -2.11581 0.0 -0.1 0.0 -0.0002
H 0.64316 1.14970 6.03694 0.0 0.0 0.0 0.0001
H 4.61323 6.15546 1.59398 0.0 0.0 0.0 0.0000
H -1.22555 5.42930 3.48549 0.0 -0.1 0.0 0.0004
H 0.16512 -1.69591 3.28040 0.0 0.0 0.0 0.0072
H 2.13556 6.02258 -0.25290 0.0 0.0 0.0 0.0001
H 2.75880 -3.30823 -0.23646 0.0 0.0 0.0 -0.0105
H -0.71746 -1.13836 5.42242 0.0 0.0 0.0 0.0001
H 0.63311 2.06479 3.80912 0.0 0.0 0.0 -0.0014
H 1.47863 -5.37349 -2.34285 0.0 -0.1 0.0 -0.0020
H 1.42933 0.40413 -2.23909 0.0 0.0 0.0 -0.0101
H -3.15971 -1.02717 2.72236 -0.1 0.0 0.0 -0.0009
H 2.90334 -0.83024 3.26135 0.0 0.0 0.0 0.0007
H -4.39767 -0.05399 -5.29825 0.0 0.0 0.0 -0.0001
H 4.76979 -0.33391 1.58712 0.0 0.0 0.0 0.0006
H -6.08181 4.37068 2.82005 0.0 0.0 0.0 0.0002
H 0.35827 4.04337 2.24250 0.0 0.0 0.0 -0.0004
H 3.57793 -5.21603 1.10027 0.0 0.0 0.0 -0.0001
H -5.70618 3.41021 4.22553 0.0 0.0 0.0 0.0003
H -4.26052 5.80978 3.30499 0.0 0.0 0.0 0.0009
H -3.91182 4.87628 4.73600 0.0 0.0 0.0 0.0010
H -6.28829 1.46107 1.95038 0.0 0.0 0.0 0.0002
H 6.68388 4.23057 0.78013 0.0 0.0 0.0 0.0000
H -3.21082 -2.85041 -1.16798 0.0 0.0 0.0 -0.0022
H -4.22215 -3.02910 3.67258 0.0 0.0 0.0 0.0001
```
Positions in Å, forces in eV/Å.

- ΔE to the lowest compared entry with this formula, charge and spin (eV) = 0.0692
- total energy (Eh) = -6153.39296
- gap between HOMO and LUMO (alpha / beta) (eV) = 5.036 / 5.270
- molar mass (g mol⁻¹) = 1139.30
- total charge = +3
- multiplicity = 2
- HOMO energy (alpha / beta) (eV) = -15.052 / -15.084